No. 1
DFT (ωB97M-V with the def2-TZVPD basis set) results for a molecular structure, C56H51AsF3O3PSiY.

Output
Kohn-Sham gap, eV: 6.60
Charge: -1
DFT total energy, eV: -152247.376
M, g mol⁻¹: 1051.90
E_LUMO, eV: 2.06

Each line ends with the Löwdin charge.
Geometry (Å):
Y  0.544  1.812  1.371  1.16
C  1.373  4.237  0.720  -0.21
C  0.799  3.670  -0.439  -0.24
C  -0.591  3.549  -0.220  -0.23
C  -0.873  4.040  1.076  -0.20
C  0.339  4.461  1.655  -0.23
H  2.426  4.427  0.878  0.10
H  1.332  3.353  -1.324  0.08
H  -1.304  3.103  -0.900  0.09
H  -1.840  4.053  1.557  0.10
H  0.452  4.876  2.645  0.08
C  5.840  0.152  1.615  -0.02
C  4.582  0.390  2.443  -0.54
C  4.608  -0.424  3.734  0.00
O  4.519  1.772  2.767  -0.03
C  3.358  -0.056  1.622  -0.56
O  3.249  -1.226  1.302  0.06
O  2.466  0.862  1.400  -0.24
H  6.716  0.418  2.208  0.08
H  5.824  0.782  0.723  0.08
H  5.906  -0.893  1.313  0.09
H  5.456  -0.097  4.339  0.09
H  4.702  -1.488  3.518  0.09
H  3.693  -0.258  4.306  0.07
H  3.621  2.066  2.558  0.05
C  -0.077  0.392  -3.030  -0.42
C  -0.107  -0.769  -4.023  -0.46
As  -1.452  -0.506  -5.432  1.29
C  -1.072  -2.163  -6.405  -0.40
C  -1.618  -3.335  -5.882  -0.14
C  -1.389  -4.559  -6.493  -0.09
C  -0.622  -4.624  -7.649  -0.10
C  -0.082  -3.463  -8.181  -0.09
C  -0.302  -2.239  -7.561  -0.10
C  -0.514  0.754  -6.593  -0.43
C  0.818  1.122  -6.434  -0.11
C  1.408  2.035  -7.300  -0.08
C  0.676  2.583  -8.342  -0.10
C  -0.654  2.222  -8.511  -0.09
C  -1.244  1.321  -7.636  -0.14
P  0.650  0.022  -1.373  1.05
C  2.280  -0.660  -1.830  -0.37
C  2.492  -1.987  -2.199  -0.09
C  3.763  -2.427  -2.532  -0.08
C  4.835  -1.545  -2.506  -0.09
C  4.634  -0.223  -2.144  -0.09
C  3.362  0.215  -1.800  -0.11
C  -0.298  -1.420  -0.788  -0.39
C  0.237  -2.214  0.230  -0.09
C  -0.543  -3.193  0.829  -0.07
C  -1.858  -3.390  0.430  -0.09
C  -2.392  -2.607  -0.582  -0.09
C  -1.617  -1.627  -1.185  -0.11
H  -1.072  0.812  -2.855  0.06
H  0.516  1.221  -3.425  0.07
H  -0.388  -1.700  -3.527  0.05
H  0.878  -0.936  -4.459  0.06
H  -2.228  -3.293  -4.986  0.09
H  -1.814  -5.460  -6.070  0.10
H  -0.446  -5.577  -8.131  0.10
H  0.519  -3.508  -9.081  0.10
H  0.135  -1.341  -7.982  0.09
H  1.415  0.699  -5.637  0.09
H  2.445  2.315  -7.157  0.10
H  1.137  3.294  -9.016  0.10
H  -1.236  2.648  -9.319  0.10
H  -2.288  1.057  -7.766  0.09
H  1.662  -2.683  -2.200  0.11
H  3.919  -3.464  -2.803  0.10
H  5.830  -1.893  -2.754  0.10
H  5.469  0.464  -2.102  0.10
H  3.214  1.238  -1.471  0.10
H  1.257  -2.055  0.569  0.09
H  -0.118  -3.792  1.624  0.10
H  -2.470  -4.143  0.911  0.10
H  -3.421  -2.744  -0.891  0.10
H  -2.060  -1.009  -1.958  0.09
C  1.543  -1.629  6.636  -0.11
C  0.697  -1.572  5.537  -0.10
C  0.510  -0.371  4.864  -0.12
C  1.146  0.808  5.272  -0.36
C  1.989  0.723  6.383  -0.13
C  2.191  -0.474  7.057  -0.11
Si  0.908  2.405  4.245  0.64
C  -0.548  3.329  5.061  -0.35
C  -1.853  2.860  4.858  -0.12
C  -2.953  3.515  5.391  -0.10
C  -2.779  4.679  6.132  -0.12
C  -1.498  5.171  6.335  -0.11
C  -0.400  4.499  5.807  -0.13
H  1.702  -2.565  7.157  0.09
H  0.192  -2.468  5.192  0.09
H  -0.142  -0.353  3.994  0.07
H  2.508  1.614  6.722  0.09
H  2.858  -0.508  7.911  0.09
H  2.084  3.241  4.684  -0.04
H  -2.011  1.969  4.255  0.08
H  -3.949  3.124  5.219  0.09
H  -3.637  5.198  6.543  0.09
H  -1.351  6.080  6.908  0.09
H  0.595  4.893  5.984  0.08
F  -8.378  -2.664  1.731  0.12
C  -7.413  -2.916  2.636  -0.58
F  -7.173  -4.248  2.580  0.12
F  -7.955  -2.691  3.853  0.13
C  -6.176  -2.109  2.408  -0.14
C  -5.145  -2.184  3.340  -0.01
C  -3.984  -1.463  3.145  -0.01
C  -3.826  -0.651  2.013  -0.26
C  -4.875  -0.583  1.092  -0.03
C  -6.040  -1.306  1.285  -0.02
C  -2.610  0.067  1.801  -0.17
C  -1.549  0.653  1.644  -0.09
H  -5.255  -2.807  4.218  0.12
H  -3.178  -1.515  3.865  0.12
H  -4.761  0.044  0.218  0.12
H  -6.843  -1.243  0.564  0.11



No. 2
DFT (ωB97M-V with the def2-TZVPD basis set) results for a molecular structure, C38H46Ge2N5O2PdS2.

Output
Kohn-Sham gap (alpha / beta), eV: 8.00 / 5.41
Spin multiplicity: 3
Charge: +1
DFT total energy, eV: -189870.631
M, g mol⁻¹: 920.59
E_LUMO (alpha / beta), eV: -1.91 / -4.82

Each line ends with the Löwdin charge.
Geometry (Å):
Pd  0.148  -0.136  0.074  0.61
N  -2.466  -0.288  8.173  0.12
C  -2.531  -0.498  6.825  -0.31
C  -3.345  0.309  6.016  -0.02
C  -3.368  0.146  4.649  -0.06
C  -2.568  -0.828  4.060  -0.28
C  -1.792  -1.668  4.851  -0.06
C  -1.770  -1.509  6.219  -0.01
S  -2.483  -1.001  2.308  0.67
O  -1.890  -2.344  2.103  -0.42
O  -3.754  -0.805  1.686  -0.25
N  -1.345  0.002  1.701  -0.19
C  -1.687  1.296  1.437  -0.47
N  -0.959  1.877  0.464  0.05
C  -1.272  3.124  0.129  -0.10
C  -2.275  3.832  0.759  -0.03
C  -2.936  3.165  1.779  -0.09
N  -2.654  1.917  2.115  0.14
H  -3.142  0.315  8.605  0.10
H  -2.010  -0.965  8.755  0.10
H  -3.966  1.064  6.483  0.12
H  -3.994  0.756  4.021  0.10
H  -1.228  -2.461  4.385  0.08
H  -1.170  -2.170  6.831  0.12
H  -0.694  3.571  -0.672  0.09
H  -2.519  4.843  0.474  0.11
H  -3.719  3.648  2.355  0.12
C  -2.049  -4.550  -0.007  -0.16
C  -1.583  -3.197  -0.518  -0.30
Ge  -0.183  -2.393  0.766  0.84
C  0.833  -2.222  2.595  -0.27
C  0.812  -3.520  3.383  -0.15
C  1.219  -3.835  0.340  -0.18
C  2.278  -3.297  -0.218  -0.31
Ge  2.057  -1.321  -0.706  0.88
C  3.390  -0.281  0.424  -0.35
C  4.889  -0.400  0.150  -0.16
C  1.795  -1.475  -2.705  -0.35
C  2.964  -1.415  -3.689  -0.15
C  3.512  -4.009  -0.620  -0.22
C  3.732  -5.343  -0.265  -0.03
C  4.887  -5.995  -0.657  -0.07
C  5.850  -5.336  -1.410  -0.07
C  5.654  -4.009  -1.757  -0.06
C  4.497  -3.358  -1.361  -0.08
H  -2.801  -4.961  -0.685  0.08
H  -2.498  -4.460  0.980  0.06
H  -1.224  -5.262  0.041  0.06
H  -2.398  -2.475  -0.562  0.06
H  -1.079  -3.277  -1.481  0.06
H  0.342  -1.403  3.116  0.05
H  1.845  -1.946  2.314  0.04
H  -0.188  -3.959  3.395  0.07
H  1.113  -3.334  4.417  0.08
H  1.500  -4.250  2.959  0.07
H  1.058  -4.866  0.640  0.08
H  3.183  -0.647  1.431  0.04
H  3.059  0.757  0.401  0.02
H  5.222  -1.427  0.288  0.06
H  5.447  0.230  0.846  0.08
H  5.139  -0.091  -0.867  0.05
H  1.059  -0.711  -2.944  -0.01
H  1.292  -2.441  -2.792  0.06
H  3.586  -0.531  -3.540  0.05
H  2.574  -1.382  -4.709  0.08
H  3.593  -2.299  -3.609  0.05
H  2.998  -5.872  0.329  0.11
H  5.040  -7.028  -0.372  0.11
H  6.748  -5.853  -1.720  0.11
H  6.401  -3.478  -2.333  0.11
H  4.350  -2.320  -1.627  0.06
N  1.214  1.404  -1.303  -0.41
S  1.167  1.802  -2.839  1.05
C  2.843  2.232  -3.383  -0.40
C  3.894  2.097  -2.498  -0.10
C  5.187  2.351  -2.935  -0.06
C  5.410  2.722  -4.253  -0.06
C  4.343  2.859  -5.132  -0.06
C  3.050  2.613  -4.700  -0.07
C  0.446  3.448  -2.976  -0.41
C  -0.798  3.543  -3.582  -0.08
C  -1.413  4.783  -3.680  -0.06
C  -0.781  5.908  -3.169  -0.06
C  0.461  5.798  -2.555  -0.06
C  1.084  4.564  -2.457  -0.08
H  1.458  2.180  -0.695  0.01
H  3.698  1.786  -1.480  0.08
H  6.017  2.253  -2.247  0.11
H  6.420  2.901  -4.598  0.11
H  4.517  3.157  -6.157  0.11
H  2.212  2.720  -5.380  0.12
H  -1.278  2.651  -3.967  0.11
H  -2.380  4.866  -4.158  0.11
H  -1.256  6.876  -3.252  0.11
H  0.951  6.676  -2.156  0.11
H  2.058  4.477  -1.989  0.12



No. 3
DFT (ωB97M-V with the def2-TZVPD basis set) results for a molecular structure, C27H35CaN2O2P3.

Output
Kohn-Sham gap (alpha / beta), eV: 7.41 / 4.49
Spin multiplicity: 2
Charge: +1
DFT total energy, eV: -81942.625
M, g mol⁻¹: 552.59
E_LUMO (alpha / beta), eV: -2.01 / -4.91

Each line ends with the Löwdin charge.
Geometry (Å):
Ca  -0.520  0.127  -1.471  1.16
P  -2.619  -2.182  -0.855  0.79
P  -0.104  3.127  -1.701  0.81
N  0.449  -1.872  -2.201  -0.16
N  1.591  0.550  -2.529  -0.07
H  2.029  -2.651  -3.370  0.12
H  3.441  -0.508  -2.661  0.13
H  2.486  -2.223  -1.695  0.12
C  1.872  -1.911  -2.564  -0.22
H  2.499  -0.593  -4.154  0.13
C  2.410  -0.567  -3.050  -0.20
H  0.156  -3.904  -2.511  0.13
H  3.057  1.832  -3.297  0.13
C  -0.310  -2.914  -2.308  -0.29
C  2.074  1.750  -2.790  -0.26
C  -1.758  -2.834  -2.339  -0.53
C  1.488  2.988  -2.503  -0.34
H  -2.223  -3.646  -2.866  0.04
H  2.120  3.852  -2.708  0.08
H  -0.710  4.014  -2.669  -0.05
H  0.284  4.137  -0.750  -0.06
H  -3.892  -2.065  -1.529  -0.07
H  -2.742  -3.456  -0.193  -0.09
H  -0.300  0.126  -4.292  0.10
C  -1.366  -0.048  -4.533  -0.50
C  -2.035  1.264  -4.933  -0.05
C  -1.458  -1.175  -5.535  -0.04
O  -2.016  -0.428  -3.284  -0.32
H  -1.666  1.624  -5.903  0.09
H  -3.124  1.104  -4.992  0.09
H  -1.872  2.062  -4.189  0.05
H  -0.837  -2.026  -5.218  0.08
H  -2.505  -1.509  -5.600  0.10
H  -1.133  -0.851  -6.537  0.09
H  -1.997  -1.500  -3.123  -0.01
O  -0.057  -0.174  0.664  -0.55
P  0.138  0.079  2.151  0.82
C  1.693  0.946  2.425  -0.28
C  2.703  0.408  3.228  -0.06
C  3.878  1.129  3.459  -0.06
C  4.067  2.368  2.837  -0.06
C  3.086  2.875  1.984  -0.07
C  1.903  2.173  1.775  -0.08
C  -1.208  1.106  2.790  -0.27
C  -1.006  1.979  3.875  -0.08
C  -2.047  2.796  4.321  -0.07
C  -3.277  2.764  3.661  -0.07
C  -3.477  1.899  2.585  -0.07
C  -2.460  1.050  2.160  -0.07
C  0.155  -1.481  3.052  -0.28
C  0.159  -2.704  2.353  -0.06
C  0.168  -3.905  3.068  -0.06
C  0.178  -3.890  4.465  -0.06
C  0.166  -2.677  5.163  -0.06
C  0.143  -1.476  4.454  -0.09
H  2.578  -0.576  3.671  0.10
H  4.638  0.724  4.119  0.11
H  4.976  2.937  3.021  0.11
H  3.243  3.830  1.479  0.11
H  1.140  2.562  1.102  0.08
H  -0.033  2.038  4.355  0.11
H  -1.885  3.461  5.175  0.11
H  -4.087  3.421  3.990  0.11
H  -4.442  1.871  2.069  0.11
H  -2.623  0.347  1.340  0.08
H  0.152  -2.700  1.265  0.09
H  0.173  -4.853  2.525  0.11
H  0.198  -4.833  5.013  0.11
H  0.180  -2.661  6.258  0.11
H  0.121  -0.527  4.998  0.11



No. 4
DFT (ωB97M-V with the def2-TZVPD basis set) results for 9 unconnected molecules or ions with the total composition C46H54O2S2.

Output
Kohn-Sham gap, eV: 9.20
Charge: 0
DFT total energy, eV: -74325.815
M, g mol⁻¹: 703.07
E_LUMO, eV: 0.49

Each line ends with the Löwdin charge.
Geometry (Å):
C  22.966  26.653  20.616  -0.29
S  21.489  27.148  21.522  0.82
O  21.435  28.670  21.239  -0.59
C  20.283  26.473  20.484  -0.32
H  23.173  26.845  19.590  0.04
H  22.850  25.453  20.605  0.10
H  23.845  27.038  21.203  0.06
H  20.380  26.851  19.331  0.13
H  19.333  26.875  20.879  0.05
H  20.502  25.444  20.541  0.02
C  12.513  24.865  23.512  -0.25
S  14.291  25.179  23.623  0.79
O  14.998  23.874  23.727  -0.53
C  14.365  25.723  21.952  -0.32
H  11.874  25.632  23.098  0.05
H  12.086  24.845  24.488  0.04
H  12.402  23.941  23.099  0.02
H  15.423  26.236  21.726  0.09
H  13.599  26.549  21.698  0.06
H  14.040  24.893  21.278  0.05
C  16.189  29.160  17.255  -0.05
C  17.450  29.905  16.864  -0.02
C  18.585  29.818  17.685  -0.10
C  18.466  29.344  18.997  -0.10
C  17.268  28.708  19.439  -0.07
C  16.039  28.592  18.547  -0.06
H  15.381  29.085  16.707  0.01
H  17.756  30.287  15.880  0.08
H  19.494  30.177  17.426  0.06
H  19.303  29.255  19.621  0.06
H  17.074  28.099  20.412  0.10
H  15.074  28.220  18.953  0.09
C  17.060  25.084  17.120  -0.09
C  18.156  26.103  16.983  -0.04
C  19.171  25.754  16.033  -0.11
C  19.167  24.568  15.229  -0.10
C  18.221  23.601  15.456  -0.07
C  17.176  23.804  16.510  -0.05
H  16.407  25.005  17.977  0.08
H  17.986  27.085  17.494  0.07
H  19.985  26.481  15.864  0.09
H  19.877  24.333  14.300  0.15
H  18.108  22.806  14.907  0.03
H  16.587  22.998  16.730  0.06
C  12.430  27.160  17.632  -0.06
C  11.583  28.282  18.407  -0.02
C  10.835  27.953  19.603  -0.13
C  11.005  26.652  20.134  -0.13
C  11.850  25.654  19.476  -0.05
C  12.490  25.881  18.100  -0.06
H  12.852  27.569  16.704  0.07
H  11.434  29.442  18.042  0.13
H  10.272  28.627  20.159  0.06
H  10.258  26.334  20.924  0.11
H  11.872  24.766  20.134  0.08
H  12.945  25.059  17.882  0.01
C  18.967  31.165  12.687  -0.08
C  19.986  30.576  13.715  0.00
C  19.501  29.410  14.265  -0.21
C  18.369  28.761  13.897  -0.16
C  17.469  29.329  12.998  -0.06
C  17.797  30.674  12.373  -0.08
H  19.218  32.047  12.304  0.04
H  20.983  31.140  13.935  0.11
H  20.238  28.950  14.921  0.10
H  18.125  27.728  14.512  0.15
H  16.505  28.658  12.751  0.12
H  16.974  31.059  11.852  0.08
C  11.863  26.552  13.739  -0.09
C  12.987  27.452  13.660  -0.09
C  14.243  27.197  14.298  -0.12
C  14.495  25.996  14.888  -0.15
C  13.544  24.939  14.955  -0.05
C  12.181  25.237  14.274  -0.05
H  10.950  26.716  13.197  0.08
H  12.813  28.298  13.085  0.06
H  15.129  28.111  14.347  0.15
H  15.322  25.654  15.501  0.06
H  13.711  23.926  15.366  0.09
H  11.208  24.599  14.282  0.11
C  15.014  28.897  23.799  -0.06
C  16.207  29.398  23.006  -0.01
C  17.441  29.051  23.546  -0.10
C  17.621  28.355  24.745  -0.14
C  16.610  27.858  25.480  -0.07
C  15.188  28.287  25.077  -0.06
H  14.047  28.917  23.453  0.05
H  16.152  29.744  22.199  -0.04
H  18.283  29.416  22.983  0.10
H  18.751  28.028  25.018  0.15
H  16.671  27.203  26.281  0.07
H  14.187  27.955  25.360  0.08
C  22.512  35.061  14.389  -0.10
C  22.615  33.587  14.532  -0.07
C  22.014  32.986  15.625  -0.15
C  21.206  33.721  16.521  -0.13
C  21.035  35.044  16.369  -0.07
C  21.673  35.860  15.185  -0.05
H  22.877  35.799  13.547  0.12
H  23.221  32.895  13.998  0.08
H  22.117  32.010  15.851  0.05
H  20.733  32.854  17.129  0.13
H  20.267  35.651  16.955  0.11
H  21.544  36.898  15.112  0.06